The following is a DFT calculation (the ωB97M-V functional and the def2-TZVPD basis) of 11 unconnected molecules or ions with the total composition C96H224B3F12N4O4P4 in a non-equilibrium geometry.

CARTESIAN COORDINATES (ANGSTROEM)
1 C 5.3298 1.8860 -8.9430
2 C 4.2313 2.8363 -9.3068
3 N 4.6405 4.2296 -9.5824
4 C 5.3988 4.6958 -8.4261
5 C 5.4954 4.3944 -10.8077
6 C 4.9142 3.9025 -12.0943
7 C 3.4427 5.0714 -9.7910
8 C 2.7832 5.5925 -8.4881
9 O 2.4481 4.5964 -7.5585
10 C 1.1012 4.2373 -7.5157
11 H 6.0717 1.5540 -9.7319
12 H 4.7271 0.9633 -8.8084
13 H 5.8936 2.2159 -8.0553
14 H 3.4280 2.8672 -8.5594
15 H 3.7044 2.5196 -10.1859
16 H 6.3009 4.2432 -8.5863
17 H 4.8675 4.3946 -7.5414
18 H 5.4207 5.8017 -8.3520
19 H 6.2553 3.6526 -10.6094
20 H 5.9089 5.3930 -10.8602
21 H 4.6822 2.8831 -12.2105
22 H 5.6792 3.9905 -12.8644
23 H 4.0399 4.4105 -12.4887
24 H 2.7636 4.4684 -10.3651
25 H 3.7481 5.9763 -10.3261
26 H 1.9478 6.2163 -8.8904
27 H 3.4503 6.2368 -7.9391
28 H 0.9681 3.6270 -6.6240
29 H 0.7663 3.5933 -8.3225
30 H 0.4186 5.1080 -7.4417
31 C 5.8242 -1.6066 -5.7513
32 C 6.8141 -1.3226 -4.6815
33 N 7.1892 -2.3854 -3.6721
34 C 7.5973 -3.6050 -4.4039
35 C 8.2660 -1.9696 -2.7178
36 C 9.7303 -1.6855 -3.2685
37 C 5.9260 -2.7036 -2.9061
38 C 5.9935 -3.7411 -1.8147
39 O 6.1942 -5.0068 -2.3302
40 C 6.3633 -5.8966 -1.2405
41 H 6.1889 -2.3335 -6.4465
42 H 5.6685 -0.6416 -6.2381
43 H 4.8637 -1.9443 -5.4200
44 H 6.6056 -0.3964 -4.1059
45 H 7.8057 -1.0907 -5.0962
46 H 7.8759 -4.3518 -3.6888
47 H 8.3947 -3.3986 -5.0631
48 H 6.7209 -4.0314 -4.9159
49 H 8.3490 -2.7567 -1.9605
50 H 7.8804 -1.1339 -2.1377
51 H 10.3923 -2.5813 -3.2071
52 H 10.1002 -0.8310 -2.6309
53 H 9.7549 -1.4549 -4.3387
54 H 5.1288 -3.0081 -3.6219
55 H 5.5595 -1.7840 -2.4285
56 H 4.9794 -3.6954 -1.4078
57 H 6.7041 -3.4472 -1.0334
58 H 6.3014 -6.8723 -1.6241
59 H 5.4960 -5.7396 -0.5557
60 H 7.3209 -5.6721 -0.6808
61 C -6.0342 0.3258 -5.2932
62 C -4.7686 0.9445 -4.7626
63 N -3.5366 0.7601 -5.6217
64 C -2.3966 1.4276 -4.9406
65 C -3.3311 -0.6657 -5.8791
66 C -2.2647 -1.0456 -6.9095
67 C -3.8221 1.4064 -6.9373
68 C -4.4676 2.7114 -6.8678
69 O -3.7202 3.7129 -6.1876
70 C -4.4479 4.8985 -6.0558
71 H -6.2128 -0.6910 -4.9721
72 H -6.0387 0.4387 -6.3672
73 H -6.8939 0.8674 -4.9059
74 H -4.4899 0.5660 -3.7865
75 H -4.7994 2.0323 -4.6112
76 H -2.2457 2.4606 -5.2082
77 H -1.4802 0.8340 -5.2371
78 H -2.5466 1.3006 -3.8576
79 H -4.3021 -1.1149 -6.1761
80 H -3.0029 -1.1641 -4.9802
81 H -2.3039 -2.1377 -7.0783
82 H -1.3005 -0.6992 -6.5125
83 H -2.4469 -0.6132 -7.8909
84 H -4.3843 0.8303 -7.6699
85 H -2.8181 1.4048 -7.4341
86 H -5.4422 2.6640 -6.3404
87 H -4.5983 2.9809 -7.9242
88 H -4.9303 5.3075 -6.9302
89 H -3.8279 5.7286 -5.7649
90 H -5.3287 4.8060 -5.4156
91 C 4.4537 2.3793 -2.1088
92 C 3.3456 1.5029 -2.7136
93 N 2.0144 1.4991 -1.8362
94 C 1.0841 2.6707 -2.2290
95 C 1.2789 0.1763 -2.3188
96 C 2.0526 -1.1047 -2.0767
97 C 2.4518 1.4909 -0.4421
98 C 1.3804 1.1562 0.6076
99 O 0.5137 2.3052 0.6961
100 C -0.3838 2.1046 1.7446
101 H 5.0334 1.8116 -1.4053
102 H 4.2500 3.2741 -1.5572
103 H 5.0790 2.7005 -2.9469
104 H 3.7271 0.4977 -2.7793
105 H 3.1284 1.8542 -3.6642
106 H 0.2026 2.6204 -1.5881
107 H 0.8808 2.6484 -3.3037
108 H 1.6156 3.6073 -2.0355
109 H 1.1456 0.3718 -3.4281
110 H 0.2493 0.1962 -1.8811
111 H 1.3893 -1.9098 -2.3542
112 H 2.2229 -1.1950 -0.9812
113 H 2.9806 -1.2120 -2.5962
114 H 2.8128 2.4793 -0.2317
115 H 3.2922 0.8707 -0.3075
116 H 1.7605 0.9852 1.6241
117 H 0.8266 0.2333 0.3194
118 H 0.0420 1.9841 2.7793
119 H -1.0071 1.1775 1.5286
120 H -1.0129 3.0699 1.8527
121 C 7.4974 -10.4946 3.6931
122 C 7.1767 -9.4288 4.7536
123 C 8.1677 -8.3137 4.6091
124 C 8.0071 -7.3234 5.7353
125 P 9.0819 -5.8398 5.8219
126 C 8.6362 -4.7180 7.1914
127 C 8.5052 -5.2582 8.6145
128 C 7.5360 -4.5043 9.5853
129 C 7.7376 -3.0322 9.6937
130 C 10.8181 -6.2996 5.7813
131 C 11.1241 -7.1382 6.9971
132 C 12.5364 -7.7462 7.0027
133 C 12.7145 -8.8465 6.0227
134 C 8.7267 -4.8494 4.3025
135 C 7.2654 -4.5919 3.8660
136 C 7.0677 -3.1735 3.4661
137 C 5.5679 -3.0342 3.3449
138 H 7.0752 -10.3284 2.6932
139 H 6.9982 -11.4140 4.0128
140 H 8.6011 -10.5912 3.6019
141 H 7.2302 -9.9342 5.6826
142 H 6.1478 -9.0434 4.6021
143 H 7.9903 -7.8597 3.6231
144 H 9.2333 -8.7254 4.6872
145 H 8.3034 -7.8391 6.6638
146 H 6.9507 -7.0337 5.7844
147 H 7.6951 -4.2085 6.8619
148 H 9.3768 -3.9036 7.1638
149 H 9.4675 -5.2296 9.1165
150 H 8.1102 -6.2846 8.6908
151 H 7.6384 -4.9264 10.5567
152 H 6.5279 -4.7137 9.2908
153 H 7.6827 -2.5741 8.7422
154 H 8.6813 -2.7849 10.2568
155 H 6.9280 -2.6705 10.3034
156 H 11.4360 -5.4022 5.7953
157 H 10.9254 -6.8436 4.8134
158 H 10.4214 -8.0299 7.0158
159 H 10.9416 -6.5370 7.9177
160 H 12.7275 -8.1921 7.9946
161 H 13.2844 -6.9413 6.6865
162 H 12.0295 -9.7397 6.2324
163 H 13.7633 -9.2427 5.9008
164 H 12.3941 -8.5313 5.0276
165 H 9.3135 -5.3218 3.4612
166 H 9.1547 -3.9010 4.5592
167 H 6.6939 -4.8576 4.6965
168 H 7.0259 -5.3556 3.1112
169 H 7.5605 -3.1034 2.4989
170 H 7.5266 -2.4255 4.1141
171 H 5.0466 -3.4662 4.1868
172 H 5.2400 -3.6314 2.3588
173 H 5.2251 -2.0296 3.1654
174 C -1.0124 -3.8940 -4.2198
175 C -0.7482 -5.0134 -3.1650
176 C -1.0704 -4.5186 -1.8155
177 C -2.5191 -4.2278 -1.4617
178 P -2.9203 -4.3463 0.3527
179 C -4.6907 -4.1809 0.4597
180 C -5.6187 -4.8944 -0.5176
181 C -7.0698 -4.5076 -0.3860
182 C -7.9100 -5.4016 -1.1607
183 C -2.1048 -3.0326 1.3237
184 C -1.9266 -3.2426 2.8676
185 C -3.2558 -3.4008 3.6562
186 C -4.2585 -2.2466 3.4424
187 C -2.1853 -5.8902 1.0366
188 C -2.6493 -7.2416 0.6182
189 C -1.8238 -8.4178 1.2232
190 C -0.3272 -8.3416 0.9644
191 H -0.6501 -4.1707 -5.1848
192 H -0.5471 -2.9353 -4.0049
193 H -2.0612 -3.7711 -4.3465
194 H 0.2914 -5.3204 -3.2330
195 H -1.3397 -5.9513 -3.4114
196 H -0.3915 -3.7209 -1.6228
197 H -0.7830 -5.3104 -1.1929
198 H -3.1537 -5.0230 -1.8143
199 H -2.9502 -3.2599 -1.7986
200 H -4.8460 -3.0695 0.2464
201 H -4.9550 -4.3285 1.5340
202 H -5.4973 -5.9520 -0.2708
203 H -5.3475 -4.7661 -1.5557
204 H -7.0609 -3.4568 -0.7201
205 H -7.3544 -4.5279 0.6561
206 H -7.6118 -5.4512 -2.2166
207 H -8.9380 -5.0538 -1.1629
208 H -7.7889 -6.4391 -0.7611
209 H -2.6192 -2.1266 1.0555
210 H -1.1214 -2.9986 0.8251
211 H -1.3871 -2.3860 3.3026
212 H -1.2703 -4.1504 2.9822
213 H -2.7717 -3.2817 4.6061
214 H -3.6405 -4.4242 3.5860
215 H -3.6967 -1.3762 3.2903
216 H -4.8707 -2.2191 4.3589
217 H -4.9650 -2.3578 2.6063
218 H -2.5013 -5.7215 2.1046
219 H -1.0818 -5.7442 1.0653
220 H -2.6598 -7.3192 -0.5029
221 H -3.6891 -7.3627 0.9328
222 H -2.2642 -9.3314 0.8181
223 H -1.8948 -8.4297 2.3037
224 H 0.3198 -9.2221 1.2626
225 H 0.1061 -7.4030 1.3957
226 H -0.1869 -8.1635 -0.0892
227 C -3.4091 3.6849 3.5142
228 C -2.7975 4.9840 2.9072
229 C -1.6162 5.5635 3.7678
230 C -1.1364 6.8132 3.0498
231 P 0.5891 7.3890 3.2375
232 C 0.8854 7.6011 5.0407
233 C -0.0580 8.6161 5.6760
234 C 0.0950 8.6616 7.2005
235 C -0.7933 9.6994 7.8562
236 C 0.9174 8.9874 2.3542
237 C 1.2984 8.8845 0.8404
238 C 1.9228 10.2014 0.3277
239 C 2.1534 10.1013 -1.1292
240 C 1.7419 6.1489 2.6176
241 C 3.2451 6.1538 3.1613
242 C 3.9104 4.7356 3.0391
243 C 3.9800 4.3297 1.5993
244 H -3.9459 3.9167 4.4369
245 H -2.6512 2.9784 3.6781
246 H -4.0912 3.3027 2.7763
247 H -3.5033 5.8415 2.9098
248 H -2.4252 4.7713 1.9005
249 H -0.8407 4.7708 3.7008
250 H -1.7216 5.7969 4.7846
251 H -1.7525 7.6190 3.3884
252 H -1.2200 6.7770 1.9654
253 H 1.9392 7.8729 5.1848
254 H 0.8386 6.5408 5.4958
255 H -1.0702 8.4129 5.2652
256 H 0.2362 9.5826 5.2892
257 H 1.1599 8.8180 7.4250
258 H -0.1323 7.6651 7.6206
259 H -0.3593 10.7027 7.6812
260 H -0.9398 9.6933 8.9273
261 H -1.8147 9.7756 7.4884
262 H 1.7835 9.4128 2.9086
263 H 0.1181 9.7410 2.4952
264 H 0.3611 8.6829 0.3078
265 H 1.8355 7.9837 0.6218
266 H 2.8534 10.2882 0.8901
267 H 1.2879 11.1332 0.5500
268 H 2.8716 9.4043 -1.4036
269 H 2.6101 10.9908 -1.5554
270 H 1.2151 9.9670 -1.7145
271 H 1.6887 6.2286 1.5379
272 H 1.2550 5.1917 2.8632
273 H 3.3196 6.4905 4.2163
274 H 3.8992 6.8445 2.5938
275 H 3.3203 4.0396 3.6400
276 H 4.8487 4.7581 3.5290
277 H 3.0187 4.2053 1.1234
278 H 4.3951 3.3108 1.4778
279 H 4.5562 4.9909 0.8969
280 C -12.5650 4.8985 5.7638
281 C -12.0500 3.5669 6.2501
282 C -12.4617 2.4076 5.3430
283 C -11.9208 2.6469 3.9422
284 P -12.2693 1.3869 2.7418
285 C -11.3331 -0.1162 3.0357
286 C -9.8123 0.0606 3.1506
287 C -9.0874 -1.2065 3.5414
288 C -9.3428 -2.3613 2.4978
289 C -14.0537 0.9880 2.8592
290 C -14.9521 2.2497 2.6482
291 C -15.5451 2.6047 1.2388
292 C -16.4114 3.8592 1.2852
293 C -11.8400 2.1023 1.1300
294 C -10.3904 2.5491 0.8217
295 C -9.6884 1.6081 -0.1963
296 C -8.2129 1.9161 -0.2760
297 H -11.9763 5.2418 4.9062
298 H -12.3818 5.7083 6.4416
299 H -13.6391 4.8886 5.6591
300 H -12.3480 3.3209 7.2417
301 H -10.9814 3.6415 6.4005
302 H -13.5402 2.3033 5.3756
303 H -11.9969 1.4542 5.6676
304 H -10.8357 2.8197 3.9232
305 H -12.3877 3.5435 3.5722
306 H -11.6063 -0.7458 2.1761
307 H -11.8120 -0.6606 3.8503
308 H -9.5828 0.7571 3.9646
309 H -9.4778 0.4618 2.1845
310 H -9.5199 -1.5501 4.5355
311 H -8.0205 -1.0826 3.7608
312 H -8.6909 -2.2114 1.6544
313 H -10.4000 -2.4758 2.1943
314 H -9.1172 -3.2972 3.0057
315 H -14.0703 0.6327 3.9179
316 H -14.3043 0.1040 2.2534
317 H -14.4335 3.0873 3.2063
318 H -15.8068 2.0560 3.2791
319 H -16.1018 1.7258 0.9858
320 H -14.7719 2.7121 0.5345
321 H -15.8881 4.8156 1.2629
322 H -17.0370 3.8961 2.1812
323 H -17.2184 3.8476 0.5257
324 H -12.5051 3.0079 1.1557
325 H -12.2412 1.5015 0.3518
326 H -9.8245 2.6473 1.7514
327 H -10.5187 3.4786 0.2946
328 H -10.1281 1.6981 -1.1693
329 H -9.8716 0.5797 0.1400
330 H -7.6346 1.1796 -0.8597
331 H -7.7580 1.9153 0.7060
332 H -8.1023 2.9621 -0.7682
333 B 2.5474 1.0263 -6.1038
334 F 2.3665 0.4887 -7.4649
335 F 3.3099 2.1834 -6.2273
336 F 1.2837 1.3993 -5.6243
337 F 3.1965 0.0821 -5.3341
338 B -2.8527 -0.6885 -1.6794
339 F -3.9037 -1.5028 -1.3219
340 F -1.8725 -0.6694 -0.6819
341 F -2.3871 -1.2273 -2.9829
342 F -3.2660 0.6166 -1.9939
343 B 5.7117 -0.6852 -0.0307
344 F 4.5800 -1.3771 -0.5770
345 F 6.6737 -1.5084 0.5239
346 F 6.3954 -0.0437 -1.1558
347 F 5.1243 0.2629 0.8596

## Properties
**HOMO**: -16.65 eV
**LUMO level**: -6.50 eV
**F_max**: 3.80 eV/A
**Charge**: +5
**E**: -6949.5677 a.u.